Computed, not measured: C12H19NPdSSi as an isolated structure, with ωB97M-V/def2-TZVPD.

The geometry in XYZ format:
```
35
Properties=species:S:1:pos:R:3:forces:R:3:lowdin_charge:R:1
C 0.516621 1.478329 2.869208 0.0 0.0 0.0 -0.06
N -2.135877 0.310012 0.754051 -0.4 -0.4 -0.2 -0.06
H 1.739142 -1.171474 -3.284402 0.0 0.0 0.0 0.03
H -1.795544 2.795224 3.018834 0.0 0.0 0.0 0.08
H -1.359645 -0.991622 -3.548128 -0.1 0.0 0.0 0.04
H -0.991055 -2.091780 0.677058 0.1 -0.2 0.0 -0.02
C -1.131913 3.310791 2.326840 -0.1 -0.1 0.0 -0.04
C 1.858997 1.882082 0.452292 -0.3 0.0 -0.2 -0.12
H -2.403428 -1.267931 -2.143774 0.0 0.0 0.0 0.02
H 3.083372 0.216219 1.029886 0.0 0.0 0.0 0.11
H 1.582730 0.088373 -2.067140 0.0 0.0 0.0 0.01
H 2.453582 -1.403024 -1.682973 0.0 0.0 0.0 0.03
C -1.439518 -0.862923 -2.462671 -0.2 0.1 -0.2 -0.20
C 0.736078 2.653427 0.785220 0.2 0.3 -0.2 -0.10
H 0.417916 3.451405 0.126004 0.0 0.0 0.0 0.12
H -0.009433 1.314358 3.800452 0.0 0.0 0.0 0.12
C 1.589025 -0.995436 -2.214952 0.2 0.1 -0.1 -0.19
H -0.796643 4.239553 2.793132 0.0 0.0 0.0 0.09
H 1.883250 -0.131142 3.182937 0.0 0.0 0.0 0.11
Pd -0.180786 0.286431 0.310610 0.7 0.8 0.7 0.72
H 2.412167 2.094260 -0.452409 0.0 -0.1 0.0 0.11
C 2.237914 0.840760 1.285227 -0.1 -0.2 0.3 -0.11
C 0.050324 2.455451 1.977931 0.0 0.1 0.3 -0.32
Si -0.023626 -1.771365 -1.672898 -0.1 -0.2 0.0 0.37
C -0.105505 -1.680112 0.195959 -0.3 -0.1 -0.3 -0.27
H 0.704528 -4.136266 -1.977217 -0.1 0.0 0.0 0.03
H -1.708255 3.562209 1.437438 0.0 0.0 0.0 0.08
H 0.804753 -1.920474 0.749836 0.0 -0.2 0.0 0.02
C -0.122542 -3.510837 -2.325626 0.1 -0.4 0.1 -0.19
H -1.455246 0.206048 -2.252018 0.0 0.0 0.0 0.02
C 1.569953 0.662346 2.517107 0.2 -0.1 -0.2 -0.08
S -3.924394 -1.829942 0.547101 0.2 0.3 0.0 0.57
C -2.893278 -0.598899 0.665333 -0.3 -0.1 0.0 -0.99
H -1.055691 -3.977457 -1.999174 0.0 0.0 0.0 0.04
H -0.107968 -3.506607 -3.419087 0.0 0.0 0.0 0.03
```
Positions in Å, forces in eV/Å.

ΔE to the lowest compared entry with this formula, charge and spin ... 0.0 kcal/mol
Calculated total energy ... -36434.9460 eV
Kohn-Sham gap ... 0.2721 Eh
LUMO level ... -0.59 eV
Strongest force on any atom ... 0.0250 Eh/bohr

***

Computed, not measured: a 3-piece molecular cluster, C12H19O2P overall, with ωB97M-V/def2-TZVPD.

The geometry in XYZ format:
```
34
Properties=species:S:1:pos:R:3:forces:R:3:lowdin_charge:R:1
C -2.414669 -0.295775 -0.065841 0.0 0.0 0.0 -0.10
H -3.409363 3.580409 -4.105817 0.0 0.0 0.0 0.08
P 1.180018 -2.281957 0.301143 0.0 -0.3 0.1 0.83
H 5.122534 -1.010654 4.077025 0.0 0.0 0.1 0.08
C -2.820805 -2.635024 -0.460590 0.0 0.0 0.0 -0.10
C -2.405581 1.852915 -3.343421 0.0 0.0 0.0 -0.50
C 4.035360 -0.962084 3.995437 -0.1 0.0 -0.1 -0.02
H -1.111965 -3.927575 -0.298339 0.0 0.1 0.0 0.09
H 3.596432 1.507503 5.312437 0.1 0.0 0.0 0.08
H -2.783764 0.722480 -0.017262 0.1 -0.1 0.0 0.10
H 1.650619 -1.901749 -0.975059 0.1 0.1 0.0 -0.11
H 3.614307 -1.131697 4.987813 0.1 0.0 0.0 0.09
H 3.687083 -1.737134 3.316838 0.0 0.0 0.0 0.08
H -0.311524 1.434948 -3.536939 0.0 0.0 -0.1 0.09
H -4.338696 -1.113217 -0.535546 0.1 0.0 0.0 0.10
H 3.659702 2.500352 3.837574 0.0 0.0 0.0 0.08
C -1.258851 0.892819 -3.549427 -0.1 -0.1 0.1 -0.01
H -1.354610 0.403076 -4.520170 0.0 0.0 0.0 0.09
O 2.986749 0.514612 2.455933 0.0 0.0 0.0 0.05
C -1.070313 -0.565261 0.138752 0.0 0.0 0.0 -0.13
C -1.475053 -2.904886 -0.245885 0.0 0.0 0.0 -0.14
H 5.105028 1.630129 4.402644 0.0 0.0 0.1 0.08
O -3.168952 1.739887 -2.414029 -0.1 0.1 0.0 0.07
H -0.382497 0.242510 0.368913 -0.1 0.0 0.0 0.10
C 3.615413 0.393516 3.480453 0.0 0.0 0.0 -0.50
H -3.500008 -3.447441 -0.696300 0.0 0.1 0.0 0.10
C -2.553183 2.960443 -4.359985 -0.1 0.0 0.1 -0.03
H 1.565154 -1.098596 0.959657 0.0 0.1 -0.1 -0.13
H -1.258526 0.142246 -2.761880 0.0 0.0 0.0 0.07
H -1.650959 3.574161 -4.377649 0.0 0.0 -0.1 0.08
H -2.692617 2.536732 -5.355934 0.1 0.0 0.0 0.08
C -0.586047 -1.872423 0.045231 0.0 0.1 0.0 -0.54
C 4.018531 1.589113 4.309458 -0.1 0.1 -0.1 -0.03
C -3.288947 -1.332378 -0.369234 -0.1 0.0 0.0 -0.09
```
Positions in Å, forces in eV/Å.

ΔE to the lowest compared entry with this formula, charge and spin ... 0.0 kcal/mol
Calculated total energy ... -26135.3022 eV
SMILES ... Pc1ccccc1.CC(C)=O.CC(C)=O
Kohn-Sham gap ... 0.3510 Eh
LUMO level ... 0.88 eV
Strongest force on any atom ... 0.0069 Eh/bohr

***

Computed, not measured: C12H19O7PPtS2Sb as an isolated structure, with ωB97M-V/def2-TZVPD.

The geometry in XYZ format:
```
43
Properties=species:S:1:pos:R:3:forces:R:3:lowdin_charge:R:1
S -0.616981 2.164330 1.306909 -0.2 0.1 -0.5 0.24
C 0.277147 3.435363 -2.656991 0.0 0.0 -0.1 -0.34
H 0.797219 -0.785053 4.314051 0.0 0.0 0.0 -0.01
P -1.067956 3.257055 -0.348877 0.8 1.0 0.3 -0.21
C -0.811673 -1.560336 -2.145280 -0.2 0.4 -0.1 -0.30
Pt -0.903408 0.734215 -0.516157 -0.4 -0.4 0.0 0.59
C 0.105867 4.878525 -3.107902 0.0 -0.1 0.2 -0.10
H 4.205352 -0.211295 4.025266 0.0 0.0 0.0 -0.03
Sb 2.326870 -0.868263 2.055068 0.2 -0.1 0.6 1.28
S -2.717977 3.188840 -1.418068 0.2 -0.5 0.3 0.23
O -1.863039 -2.816308 -3.949165 0.0 0.2 0.0 0.07
C 3.758172 -1.160565 3.719899 0.0 0.0 -0.2 -0.40
C 0.765570 -3.254409 -1.577457 0.0 -0.4 -0.4 -0.30
H -0.529034 2.817197 -3.057724 0.0 0.0 0.0 0.07
O 1.739235 -3.772811 -1.033488 0.0 0.2 0.2 0.03
H -0.861702 5.249420 -2.770341 0.0 0.1 0.0 0.05
H 0.548203 6.904225 -0.131700 0.0 0.0 0.0 0.07
C -0.028115 -3.780660 -2.689041 0.1 0.0 0.1 -0.36
H 1.580469 6.560320 1.275291 0.0 0.0 0.0 0.06
O -1.434561 -0.438913 -2.163474 0.0 -0.2 0.0 -0.17
C -1.024078 -2.743007 -3.067578 0.1 -0.4 -0.2 -0.29
H 1.840492 -3.263714 3.255146 0.0 0.0 0.0 -0.01
H 1.120927 0.889364 3.787896 0.0 0.0 0.0 -0.02
H 0.891354 5.505619 -2.680477 0.0 0.0 0.0 0.06
H 0.152387 4.937645 -4.198286 0.0 0.0 0.0 0.07
H 2.014492 -3.512076 1.487555 0.0 0.0 -0.1 -0.02
C 1.592560 -2.879036 2.264118 0.0 0.0 -0.1 -0.35
O -1.088019 4.829347 0.191614 -0.2 0.0 -0.1 -0.40
H 0.195728 4.538760 1.779264 0.0 0.0 0.1 0.05
C -0.201333 5.348560 1.162595 0.1 -0.1 -0.1 -0.35
H 1.229026 3.030200 -3.005794 0.0 0.0 0.0 0.11
C 0.199905 -1.873011 -1.230810 0.2 0.3 0.3 -0.30
H -0.113840 -0.066251 2.955459 0.0 0.0 0.1 -0.05
C 0.940578 6.112916 0.510102 -0.1 -0.1 0.0 -0.09
C 0.853771 -0.114289 3.455629 0.0 0.0 -0.2 -0.39
H -0.789729 6.012742 1.803413 0.0 0.0 0.0 0.11
H 4.560865 -1.828029 3.396478 0.0 0.0 0.0 -0.03
O 0.571194 -1.085893 -0.303222 -0.2 -0.1 -0.1 -0.21
H 0.511148 -2.853041 2.131970 0.0 0.0 0.0 0.00
O 0.315370 3.326414 -1.237012 -0.3 0.2 0.1 -0.39
H 3.262157 -1.607867 4.584429 0.0 0.0 0.0 -0.02
H 1.535617 5.432377 -0.098993 0.0 0.0 0.0 0.06
O 0.116679 -4.903253 -3.253015 0.0 0.0 0.0 -0.04
```
Positions in Å, forces in eV/Å.

ΔE to the lowest compared entry with this formula, charge and spin ... 13.2 kcal/mol
Calculated total energy ... -67829.1318 eV
Kohn-Sham gap (alpha / beta) ... 0.1704 / 0.2387 Eh
2S+1 ... 4
LUMO level (alpha / beta) ... 4.61 / 4.23 eV
Charge ... -2
Strongest force on any atom ... 0.0254 Eh/bohr

***

Computed, not measured: C12H19O8P2SbSe4Zn as an isolated structure, with ωB97M-V/def2-TZVPD.

The geometry in XYZ format:
```
47
Properties=species:S:1:pos:R:3:forces:R:3:lowdin_charge:R:1
H -2.174272 -1.231980 2.798289 0.0 0.0 0.0 0.06
O -1.988284 -1.971522 0.012789 0.2 -0.3 -0.1 -0.36
H 0.822942 0.703144 3.037790 0.1 0.0 0.1 0.09
H -0.630258 1.732137 -5.496989 0.0 0.0 0.0 0.11
P 0.450033 -0.837099 1.683164 0.0 -0.1 -0.2 0.47
C -1.500834 -1.991008 3.199699 0.0 0.0 0.0 -0.07
H -1.040882 -1.587144 4.106094 0.0 0.0 0.0 0.08
C 1.701759 0.596728 -1.706941 -0.1 -0.1 -0.3 -0.15
O -0.015022 -3.481885 -0.260404 0.0 0.0 -0.1 -0.14
Se -2.224022 1.459834 -2.077452 0.3 0.0 -0.1 0.06
H -2.072425 -2.886056 3.444588 0.0 0.0 0.0 0.08
P -1.262297 -3.107506 0.701164 -0.3 0.2 -0.1 0.31
O -1.991196 -4.318149 1.130574 0.0 -0.1 0.0 -0.30
O 0.499203 -3.314804 2.703738 0.1 -0.1 0.0 -0.06
H -0.297037 -0.458605 -5.105460 0.0 0.0 0.0 0.07
O -0.490947 0.156793 1.108613 1.0 -0.3 0.1 -0.46
H 3.292339 4.237051 -2.054680 0.0 0.0 0.0 0.07
O 1.379674 -0.591607 -1.636914 0.2 0.1 0.1 0.00
H 0.872680 -2.950265 3.514308 0.0 0.0 0.0 0.08
H 0.393799 -4.288374 0.068703 0.1 -0.1 0.0 0.07
C 1.324139 3.731212 -3.611662 -0.2 0.1 -0.1 0.00
H -0.922979 4.044544 -6.143674 -0.1 0.0 0.0 0.07
H 0.143270 5.303375 -5.474567 0.0 0.0 0.0 0.07
H 2.104581 1.096244 -0.815720 0.0 0.0 0.0 0.11
H 1.573157 4.778731 -3.481017 0.0 0.0 0.0 0.12
C 1.903085 2.792688 -2.785165 0.0 0.0 0.1 -0.22
Se 0.287673 3.396033 0.718656 0.2 0.0 0.0 -0.18
O 1.683028 -1.221377 0.808687 0.0 0.0 0.1 -0.13
C 0.088952 2.027197 -4.740804 0.1 -0.1 0.0 -0.05
C 0.349040 3.373012 -4.540675 0.1 0.0 0.0 -0.26
H -1.242718 4.755874 -4.539958 -0.1 0.0 -0.1 0.09
H 2.523152 3.269452 -0.792091 0.0 0.0 0.0 -0.02
C -0.462115 4.427142 -5.233734 0.1 0.1 0.1 -0.04
Se -3.183701 1.579020 1.452019 -0.5 -0.1 0.2 -0.13
Se -2.884118 5.181422 -0.963387 -0.1 0.0 0.1 -0.35
H -0.502124 -0.677189 -3.361028 0.0 0.0 0.0 0.05
H 3.807185 2.560221 -1.810121 0.0 0.0 0.0 0.08
C -0.425678 -2.357677 2.180290 0.1 0.3 0.0 -0.59
H 1.036632 -1.073397 -4.089650 0.0 0.0 0.0 0.08
C 0.202415 -0.376739 -4.138915 0.0 0.1 0.1 -0.06
Sb -2.002936 3.086991 -0.087970 0.1 0.3 -0.4 -0.31
C 2.948444 3.235227 -1.798800 0.0 -0.1 0.0 -0.08
Zn -1.797621 -0.023453 -0.320173 -1.1 0.0 0.2 0.18
C 0.627790 1.046218 -3.916379 0.0 0.0 -0.1 -0.24
H 1.530335 -1.096797 -0.196279 0.1 0.0 0.1 0.03
C 1.475850 1.448096 -2.866385 0.0 0.1 0.0 -0.12
O 1.073528 -0.237909 3.024537 0.0 0.0 0.1 -0.11
```
Positions in Å, forces in eV/Å.

ΔE to the lowest compared entry with this formula, charge and spin ... 14.6 kcal/mol
Calculated total energy ... -364062.8769 eV
Kohn-Sham gap ... 0.2143 Eh
LUMO level ... 4.46 eV
Charge ... -2
Strongest force on any atom ... 0.0218 Eh/bohr

***

Computed, not measured: C12H20AsBF6MgO12 as an isolated structure, with ωB97M-V/def2-TZVPD.

The geometry in XYZ format:
```
53
Properties=species:S:1:pos:R:3:forces:R:3:lowdin_charge:R:1
C 0.771459 2.618072 2.805703 1.8 0.1 0.7 -0.19
C -1.336701 3.113812 2.017853 -1.8 0.6 -0.6 -0.07
O 2.368909 0.991922 -4.462517 1.4 1.3 0.6 0.24
H 1.398979 1.102372 4.307403 -0.5 0.4 0.2 0.14
C -2.193131 -2.897368 2.852533 -1.6 0.7 0.4 -0.14
H 2.689149 1.777892 3.409603 0.1 0.1 -0.7 0.14
H 1.253029 3.211812 2.028733 0.3 0.0 0.1 0.15
H -3.714891 -1.281578 4.024743 0.1 -0.4 -0.5 0.10
H 3.337729 -0.359978 1.954543 -0.3 0.1 -0.5 0.11
H -2.067921 -4.413538 1.371833 0.1 0.2 -0.4 0.15
F -3.614311 -0.360668 -0.868587 0.0 0.3 0.4 -0.35
C 4.961099 0.848542 -6.733377 4.7 -1.2 -1.6 -0.29
F -4.120921 -2.091718 -2.487257 -0.7 1.7 0.3 -0.32
B 3.595909 1.672992 -5.036927 0.2 0.4 -1.6 -0.78
O 5.860249 0.276312 -7.428397 -4.0 1.7 3.5 0.09
H -2.185951 -3.338228 3.849373 0.6 -0.2 0.0 0.14
O 1.406739 0.378202 2.420553 0.8 -0.7 -0.2 -0.24
O -0.393441 2.091712 2.262713 -1.7 -0.8 0.1 -0.23
H -0.624011 -4.171588 2.376303 0.7 0.0 -0.7 0.14
H -2.938861 0.224012 3.810973 0.7 0.0 -0.4 0.09
C 1.639629 1.497422 3.320423 -0.6 -1.0 -0.7 -0.14
H 2.897069 -0.566808 3.586833 -0.4 0.3 0.3 0.09
H -1.525521 3.819062 2.827213 0.8 -0.1 0.4 0.11
C 2.471769 -0.567258 2.583223 0.6 -0.6 0.3 -0.07
F -5.910191 0.759732 -1.135227 1.0 -1.7 -0.8 -0.30
F -4.389081 0.478722 -3.105797 -0.7 -1.4 1.0 -0.27
H -2.332491 2.687252 1.897193 0.1 -0.5 -0.3 0.10
C -1.401961 -3.666528 1.803753 -0.6 1.1 2.4 -0.17
H -0.568821 -4.364988 -0.338167 -0.5 0.2 0.0 0.11
H 0.782389 -3.597148 0.425073 0.4 0.0 -0.3 0.10
H -0.015011 -2.813878 -0.981207 -0.1 0.2 0.2 0.12
O -1.824011 -1.473738 2.996323 -0.7 0.5 -0.3 -0.26
O 1.560309 0.973942 -2.346347 1.0 1.0 -1.6 0.04
O 4.006809 2.656732 -3.991577 1.6 0.5 -3.1 0.26
H -1.136131 3.673902 1.104533 0.4 0.0 0.0 0.11
O 3.862589 2.768922 -1.804057 -0.9 0.1 0.2 0.13
C -2.723911 -0.828608 3.995053 0.1 -0.8 0.0 -0.02
H -3.247951 -2.951198 2.583183 -0.1 0.5 -0.2 0.13
O -0.945161 -2.698578 0.888703 -0.1 0.5 -0.7 -0.24
F -6.425971 -1.220828 -2.865457 1.2 1.3 0.4 -0.27
Mg -0.766261 -0.254938 1.081063 0.1 -0.7 1.7 1.39
C 3.453979 2.429252 -2.884267 -0.5 -1.0 1.4 -0.46
H 2.130979 -1.594828 2.456403 -0.3 0.1 -0.4 0.09
O 3.275899 2.321662 -6.334957 -0.1 0.4 0.8 0.21
H 0.642399 3.221462 3.704253 -0.8 0.5 -0.2 0.14
C -0.167281 -3.388438 -0.067537 1.5 -0.5 -0.7 -0.06
O 4.112499 2.467082 -8.450727 0.5 -1.9 4.5 0.09
As -5.054831 -0.643628 -1.898777 -1.1 -1.7 0.0 0.90
H -2.308151 -0.991408 4.989413 0.3 0.2 -0.1 0.10
F -5.742901 -1.754958 -0.627017 1.0 1.4 -0.6 -0.33
C 2.309889 1.441282 -3.224467 -2.0 -2.4 2.9 -0.36
O 4.754549 0.802472 -5.381937 -0.4 -0.6 -1.4 0.20
C 4.131779 1.985882 -7.280897 -1.7 1.6 -4.4 -0.35
```
Positions in Å, forces in eV/Å.

ΔE to the lowest compared entry with this formula, charge and spin ... 211.7 kcal/mol
Calculated total energy ... -120605.2061 eV
Kohn-Sham gap ... 0.1573 Eh
LUMO level ... -4.70 eV
Strongest force on any atom ... 0.1085 Eh/bohr

***

Computed, not measured: C12H20AuN2O6 as an isolated structure, with ωB97M-V/def2-TZVPD.

The geometry in XYZ format:
```
41
Properties=species:S:1:pos:R:3:forces:R:3:lowdin_charge:R:1
C 2.311617 1.271405 4.704744 0.0 0.0 0.0 -0.17
O -2.574468 -0.570979 0.637447 0.0 0.0 0.0 -0.07
C 1.856490 1.509581 1.738130 0.0 0.1 0.0 -0.46
H -4.291708 -1.641926 0.125279 0.0 0.0 0.0 0.14
O 3.507406 -0.418290 -3.211491 0.0 0.0 0.0 0.24
C -0.454274 -1.358498 -1.784158 0.0 0.1 0.2 0.14
H -2.889371 -0.965052 -1.797491 0.0 0.0 -0.1 0.14
H 2.319032 3.536780 1.254747 0.0 0.0 0.0 0.13
N 0.912301 1.621298 2.714252 0.0 0.0 0.0 0.08
C -3.202865 -1.743226 0.157155 0.0 0.0 0.0 -0.22
H -0.794466 -0.368558 -2.057769 0.0 0.0 0.0 0.13
H -1.560453 -4.275522 -1.363734 0.0 0.0 0.0 0.14
H -3.262940 -2.703780 -1.785515 0.0 0.0 0.1 0.15
O -1.210191 -4.832953 0.995927 0.0 0.0 0.0 0.10
H 3.871143 0.738408 3.285622 0.0 0.0 0.0 0.12
C 3.571230 1.605365 3.885185 0.0 0.0 0.0 -0.18
H 0.136399 -3.748350 -1.333738 0.0 0.0 0.0 0.14
H 1.338312 -0.270579 3.522675 0.0 0.0 0.0 0.08
H 2.560376 0.531448 5.468102 0.0 0.0 0.0 0.12
H 0.588090 -1.632486 -1.866020 0.0 0.0 0.0 0.10
H 1.994857 2.170879 5.242924 0.0 0.0 0.0 0.12
H 0.221260 0.694472 4.472116 0.0 0.0 0.0 0.12
Au 0.755899 -1.157182 1.094067 0.0 -0.1 0.0 0.92
C -0.825816 -3.762203 0.595987 0.0 0.0 -0.1 -0.66
N -1.286417 -2.217145 -1.358632 -0.1 -0.1 -0.2 -0.10
O -0.400095 -2.785726 1.316315 0.0 0.1 0.2 -0.22
O 1.980165 0.674007 -1.852927 0.0 0.0 -0.1 0.17
C -0.862059 -3.557861 -0.942322 0.0 0.0 0.0 -0.02
H 3.565551 2.357906 0.847346 0.0 0.0 0.0 0.13
O 2.016510 0.471373 1.076428 -0.1 -0.1 0.0 -0.13
H -2.808765 -0.434601 1.560768 0.0 0.0 0.0 0.10
C 1.138195 0.736264 3.888149 0.0 0.0 0.0 -0.17
H 2.922770 3.634786 3.532001 0.0 0.0 0.0 0.11
C 2.830276 2.634828 1.599314 0.0 0.0 0.0 -0.08
C 3.473424 2.860638 2.991623 0.0 0.0 0.0 -0.16
H -2.961553 -2.616994 0.765643 0.0 0.0 0.0 0.12
H 4.472004 3.263670 2.827794 0.0 0.0 0.0 0.12
H 0.842074 2.581289 3.032279 0.0 0.0 0.0 0.14
H 4.384009 1.767282 4.593085 0.0 0.0 0.0 0.12
C 2.751673 0.137117 -2.538303 0.1 0.1 0.1 -0.41
C -2.730814 -1.904601 -1.271488 0.0 0.0 0.0 -0.08
```
Positions in Å, forces in eV/Å.

ΔE to the lowest compared entry with this formula, charge and spin ... 8.8 kcal/mol
Calculated total energy ... -31719.9910 eV
Kohn-Sham gap ... 0.3196 Eh
LUMO level ... -3.94 eV
Charge ... +1
Strongest force on any atom ... 0.0057 Eh/bohr